This record from the OMol25 dataset describes 2 unconnected molecules or ions with the total composition C6H12O. The level of theory is ωB97M-V/def2-TZVPD.

The geometry in XYZ format:
```
19
Properties=species:S:1:pos:R:3:lowdin_charge:R:1
C 1.226 1.150 -0.988 -0.0120
C 0.522 0.062 -1.301 -0.1853
C 0.338 -1.169 -0.451 -0.1934
C 1.204 -1.218 0.802 -0.2927
O 2.583 -1.337 0.515 -0.0669
H 1.284 1.997 -1.667 0.0579
H 1.757 1.254 -0.043 0.0629
H 0.003 0.042 -2.260 0.1018
H -0.722 -1.230 -0.165 0.1007
H 0.550 -2.058 -1.059 0.1190
H 1.003 -0.335 1.432 0.1016
H 0.943 -2.101 1.395 0.1203
H 2.803 -0.657 -0.134 0.0666
C -2.167 0.567 1.531 -0.0742
C -2.305 1.301 0.432 -0.0694
H -3.023 0.181 2.077 0.0478
H -1.184 0.326 1.933 0.0359
H -1.441 1.678 -0.109 0.0309
H -3.284 1.548 0.029 0.0484
```

Values from the calculation:
Molar mass (g/mol): 100.16
ΔE to the lowest compared entry with this formula, charge and spin (kcal per mole): 48.6
HOMO-LUMO gap (eV): 11.05
SMILES: C=CCCO.C=C